63
Properties=species:S:1:pos:R:3:forces:R:3:lowdin_charge:R:1 method="wB97M-V/def2-TZVPD" e_tot_ev=-34921.6873 de_lowest_ev=0.027 homo_ev=-7.562 smiles=COc1cccc(-c2cc3nc4c(c(NCC(C)(C)CN(C)C)n3n2)CCCC4)c1 total_charge=0
C -5.072 -1.888 -0.783 0.1482 -0.1810 -0.0500 -0.093
O -5.926 -0.829 -0.428 -0.1261 0.3726 0.1089 -0.084
C -5.368 0.381 -0.128 -0.0908 0.0936 0.0341 -0.265
C -6.265 1.388 0.234 0.0173 -0.1455 -0.0481 -0.009
C -5.797 2.646 0.555 -0.1096 -0.1064 -0.0102 -0.076
C -4.442 2.924 0.523 0.3202 -0.0831 -0.0490 -0.038
C -3.539 1.928 0.164 -0.6451 -0.0766 0.0166 -0.157
C -2.108 2.188 0.121 1.0901 0.2572 -0.0146 -0.229
C -1.412 3.304 0.597 -0.0271 -0.2199 -0.1041 0.050
C -0.077 3.053 0.321 -0.2148 -0.2159 -0.0697 -0.250
N 1.022 3.756 0.560 0.2227 0.5221 0.2205 0.161
C 2.170 3.259 0.158 -0.3354 -0.0464 0.0087 -0.234
C 2.284 2.021 -0.500 -0.0561 -0.1350 -0.0026 -0.086
C 1.131 1.258 -0.706 0.4793 0.0075 -0.2223 -0.171
N 1.179 0.053 -1.330 0.2300 0.3146 0.0835 0.102
C 0.156 -0.964 -1.340 -0.4186 -0.5809 0.1137 -0.150
C 0.258 -1.979 -0.179 0.0690 0.0892 -0.1623 -0.508
C -0.924 -2.942 -0.296 0.2639 0.1738 -0.0335 -0.038
C 0.181 -1.252 1.163 0.0002 -0.1136 -0.1834 -0.034
C 1.580 -2.769 -0.285 -0.4190 0.1136 0.1142 -0.169
N 1.674 -3.804 0.738 0.1419 0.0212 -0.0433 -0.276
C 1.755 -5.142 0.194 -0.0172 0.0119 0.0450 -0.105
C 2.728 -3.565 1.699 -0.0265 -0.0264 0.0235 -0.104
N -0.047 1.805 -0.307 0.1910 0.7830 0.4399 0.026
N -1.274 1.292 -0.421 -1.0026 -0.4776 -0.2505 0.106
C 3.624 1.481 -0.942 -0.0772 0.0568 -0.0278 -0.157
C 4.728 2.534 -0.895 0.0410 -0.1816 0.1936 -0.197
C 4.665 3.302 0.418 -0.0075 0.1807 -0.2382 -0.199
C 3.374 4.107 0.450 0.2384 -0.0960 0.0974 -0.131
C -4.011 0.655 -0.161 -0.0218 -0.1484 -0.0411 0.038
H -5.723 -2.737 -0.985 0.0877 0.0305 0.0009 0.093
H -4.390 -2.144 0.035 -0.0048 0.0205 -0.0413 0.088
H -4.491 -1.655 -1.681 -0.0008 -0.0073 0.0402 0.097
H -7.318 1.157 0.255 -0.1252 -0.0244 0.0044 0.115
H -6.498 3.420 0.832 -0.0571 0.0512 0.0172 0.104
H -4.088 3.913 0.768 0.0499 0.1098 0.0218 0.104
H -1.798 4.172 1.086 -0.0375 0.2171 0.1248 0.102
H 2.111 -0.290 -1.497 -0.0131 0.2032 0.0152 0.111
H 0.236 -1.497 -2.293 -0.0334 -0.0104 0.0229 0.129
H -0.810 -0.462 -1.288 0.2061 -0.3058 -0.1701 0.094
H -0.931 -3.430 -1.268 -0.0450 -0.1094 -0.1679 0.086
H -0.853 -3.701 0.477 -0.0393 -0.1078 0.0847 0.083
H -1.860 -2.404 -0.175 -0.1723 0.0786 0.0118 0.067
H 1.034 -0.590 1.302 0.1112 0.1091 0.0707 0.081
H -0.727 -0.656 1.214 -0.0922 0.0641 0.0528 0.077
H 0.171 -1.977 1.972 0.0270 -0.0797 0.1379 0.084
H 1.638 -3.220 -1.283 0.0356 -0.0073 -0.0285 0.125
H 2.424 -2.075 -0.190 0.0480 -0.0144 -0.0255 0.113
H 1.694 -5.860 1.012 -0.0021 -0.0900 -0.0234 0.084
H 0.917 -5.314 -0.477 -0.0244 -0.0760 -0.0521 0.078
H 2.693 -5.326 -0.356 -0.0027 -0.0052 -0.0260 0.088
H 3.736 -3.639 1.258 0.0097 0.0194 -0.0025 0.088
H 2.652 -4.301 2.499 0.0601 0.0100 0.0727 0.084
H 2.609 -2.574 2.134 0.0508 0.0456 0.0612 0.076
H 3.551 1.100 -1.966 0.0182 -0.0952 0.0122 0.115
H 3.905 0.643 -0.290 0.0435 -0.0841 -0.0841 0.121
H 5.698 2.045 -1.013 -0.0220 0.0254 -0.0748 0.111
H 4.601 3.233 -1.724 0.0378 0.0255 -0.0596 0.119
H 5.523 3.970 0.512 0.0128 -0.0367 0.0682 0.110
H 4.689 2.601 1.255 0.0512 -0.0244 0.0703 0.119
H 3.225 4.589 1.417 -0.0710 0.0098 -0.0624 0.118
H 3.418 4.901 -0.301 0.0031 0.0328 0.0133 0.125
H -3.285 -0.092 -0.436 0.0323 -0.1381 -0.0338 0.091


80
Properties=species:S:1:pos:R:3:forces:R:3:mulliken_spin:R:1 method="wB97M-V/def2-TZVPD" e_tot_ev=-106727.1682 spin_multiplicity=2 de_lowest_ev=0.567 homo_ev="-15.147 / -15.331" total_charge=+2
V -0.680 0.255 -0.137 -1.6259 2.8641 -1.3006 1.052
C -1.539 -3.761 -1.464 -0.0006 -0.0219 0.0669 -0.002
C -1.056 -2.522 -0.801 -0.2767 0.0629 -0.1444 -0.003
N -1.679 -1.405 -0.794 0.2603 -0.6178 -0.0529 -0.026
C -2.961 -1.182 -1.429 -0.3186 0.2307 0.0430 0.009
C -3.765 -0.324 -0.461 -0.0419 -0.3028 -0.1013 -0.003
N -2.945 0.840 -0.086 0.5024 -0.1460 0.0684 0.007
C -3.309 2.103 -0.737 0.1051 0.2228 0.0461 0.009
C -2.238 3.097 -0.336 -0.2064 -0.0997 -0.0779 0.011
N -0.962 2.499 -0.753 0.2398 -0.2457 0.2939 0.007
C 0.234 3.271 -0.361 0.1776 0.0290 0.1910 -0.005
C 0.808 2.674 0.916 -0.1358 0.3469 -0.1653 0.007
N 0.980 1.259 0.655 0.2733 -0.4792 0.4204 -0.026
C 1.929 0.527 1.104 0.0789 0.2633 -0.0065 -0.007
C 3.073 0.961 1.949 0.0095 -0.0322 -0.0748 -0.001
C 1.801 -0.905 0.729 0.0036 -0.2442 -0.0087 0.011
C 2.719 -1.908 0.994 0.0155 0.0661 -0.0453 -0.003
C 2.387 -3.213 0.654 -0.0536 0.0485 0.0029 0.003
C 1.153 -3.494 0.082 -0.0341 0.0372 -0.0339 -0.001
C 0.283 -2.443 -0.173 0.4023 -0.0854 -0.0576 0.015
N 0.639 -1.190 0.131 0.7278 -0.7819 0.2701 0.001
H -1.501 -3.606 -2.546 -0.0098 0.0016 0.0007 0.000
H -2.568 -3.984 -1.184 0.0048 0.0020 0.0143 0.000
H -0.925 -4.620 -1.218 -0.0175 -0.0290 -0.0011 0.000
H -3.481 -2.105 -1.682 0.0233 -0.0024 0.0155 0.001
H -2.767 -0.632 -2.355 0.0067 -0.0840 -0.0335 -0.002
H -3.985 -0.909 0.432 -0.0220 0.0756 0.0357 -0.002
H -4.706 -0.022 -0.922 -0.0139 0.0509 0.0802 -0.002
H -2.987 0.999 0.921 -0.1236 -0.0386 0.0357 0.000
H -4.295 2.449 -0.417 -0.0226 -0.0686 -0.0426 -0.002
H -3.327 1.964 -1.821 -0.0140 -0.0286 0.0104 -0.003
H -2.236 3.217 0.746 0.0177 0.0642 0.1201 -0.005
H -2.395 4.069 -0.809 0.0269 -0.0025 0.0354 -0.001
H -0.983 2.428 -1.765 0.0935 -0.1099 -0.0232 0.005
H -0.007 4.324 -0.204 -0.0025 -0.0009 -0.0772 -0.001
H 0.978 3.200 -1.155 -0.0605 0.0188 -0.0443 -0.002
H 0.076 2.772 1.723 0.0170 0.0112 0.1244 -0.009
H 1.731 3.182 1.193 -0.0144 -0.0552 0.0376 0.003
H 2.946 1.960 2.352 -0.0157 0.0030 -0.0249 0.000
H 3.985 0.928 1.350 0.1064 0.0145 -0.0131 0.000
H 3.194 0.268 2.782 -0.0107 -0.0060 0.0038 0.000
H 3.668 -1.679 1.457 0.0068 0.0138 -0.0109 0.000
H 3.085 -4.016 0.847 0.0025 0.0003 0.0047 0.000
H 0.879 -4.511 -0.152 -0.0073 -0.0008 -0.0239 0.000
C -2.042 -1.104 5.269 -0.0304 -0.1325 0.0357 0.000
C -2.232 -0.360 3.960 0.3585 0.3546 -0.6500 0.003
O -3.579 -0.308 3.501 -0.0882 -0.0823 0.0145 0.000
P -1.831 1.443 4.115 -0.1775 0.4105 0.0390 -0.001
O -2.543 1.887 5.458 -0.0758 -0.1071 0.0143 0.000
O -0.289 1.536 4.484 -0.0609 -0.2347 0.2755 0.000
O -2.171 2.246 2.933 0.0378 -0.2967 -0.2718 -0.001
P -1.242 -1.149 2.603 -0.1160 -0.5633 0.6852 0.009
O 0.269 -1.256 3.159 -0.1994 0.0092 0.0311 0.001
O -1.749 -2.439 2.110 -0.1845 -0.0316 0.2913 0.001
O -1.155 -0.067 1.493 -0.7313 -0.3659 3.3353 -0.032
H -2.632 -0.647 6.062 0.0018 0.0097 -0.0218 0.000
H -0.990 -1.096 5.558 -0.0296 -0.0093 0.0828 0.000
H -2.355 -2.144 5.156 0.0119 -0.0194 0.0062 0.000
H -4.022 -1.140 3.707 0.0193 -0.0601 0.0004 0.000
H -3.415 2.295 5.340 0.1540 -0.0355 0.0153 0.000
H -0.102 1.480 5.435 0.0454 0.0783 -0.1800 0.000
H 0.420 -2.125 3.564 0.0141 0.1438 -0.0805 -0.001
O -0.457 -1.096 -3.368 0.1062 0.1689 0.1640 0.010
C 0.300 -0.308 -2.850 -0.1490 -0.3373 -0.7193 0.006
O -0.040 0.378 -1.759 1.1841 0.0718 -3.0480 -0.030
C 1.649 -0.033 -3.433 0.1215 0.1408 0.2281 -0.003
C 2.711 0.309 -2.613 0.0667 0.0514 0.0369 0.000
C 3.977 0.445 -3.154 -0.3426 -0.1255 -0.2418 0.001
C 4.207 0.316 -4.511 0.1971 0.0622 0.0096 0.000
C 3.122 0.016 -5.313 -0.1257 0.0053 0.2413 0.000
C 1.857 -0.191 -4.799 -0.1168 -0.1019 -0.1816 -0.001
N 3.328 -0.106 -6.776 0.0141 -0.0486 -0.0954 0.000
O 2.338 -0.306 -7.447 0.1729 0.0267 0.0683 0.000
O 4.465 0.004 -7.176 -0.1814 -0.0091 0.0313 0.000
N 5.101 0.701 -2.244 0.1193 0.0590 0.3568 0.000
O 6.182 0.921 -2.723 -0.1000 -0.0202 -0.0046 0.000
O 4.853 0.657 -1.043 0.0043 0.0361 -0.1657 0.000
H 2.571 0.457 -1.558 -0.0004 -0.0018 0.1480 0.004
H 5.195 0.439 -4.933 -0.0016 0.0006 -0.0025 0.000
H 1.046 -0.470 -5.458 0.0084 0.0097 -0.0054 0.000


60
Properties=species:S:1:pos:R:3:forces:R:3:lowdin_charge:R:1 method="wB97M-V/def2-TZVPD" e_tot_ev=-31008.9984 de_lowest_ev=0.031 homo_ev=-8.310 smiles=Cc1cc(C)c(CN2CCC(CO)(CCOc3ccccc3)CC2)cc1C total_charge=0
C 6.058 -1.672 1.626 -0.0598 0.0064 0.0246 -0.047
C 4.578 -1.771 1.840 -0.0740 -0.0007 0.0240 -0.234
C 3.769 -2.371 0.886 -0.0351 0.0512 0.0712 0.000
C 2.396 -2.489 1.041 -0.0307 0.0473 0.0382 -0.219
C 1.567 -3.161 -0.009 0.0205 -0.0180 -0.0580 -0.038
C 1.811 -1.980 2.201 0.0542 -0.0414 0.0933 -0.188
C 0.325 -2.077 2.424 -0.0019 -0.0031 -0.0533 -0.150
N -0.423 -1.328 1.425 -0.0993 0.0933 0.1843 -0.173
C -0.135 0.090 1.477 0.1639 0.1229 -0.3160 -0.167
C -0.776 0.792 0.283 -0.1386 -0.0078 0.3257 -0.109
C -2.301 0.618 0.253 -0.0976 0.0865 -0.2117 -0.433
C -2.999 1.373 1.407 0.0181 -0.5847 0.0301 -0.203
O -2.591 2.708 1.585 0.2907 0.4103 0.0312 -0.052
C -2.871 1.085 -1.100 0.1249 0.2863 0.0684 -0.111
C -2.720 2.582 -1.390 0.0158 -0.2381 0.3668 -0.177
O -3.353 2.938 -2.602 -0.0998 0.0378 -0.3742 -0.038
C -2.759 2.648 -3.792 -0.0764 0.0381 -0.2184 -0.269
C -1.488 2.108 -3.957 -0.0388 0.0486 0.3653 -0.030
C -0.994 1.883 -5.232 -0.0039 -0.0021 -0.1542 -0.090
C -1.747 2.185 -6.350 0.1391 -0.0605 -0.1208 -0.109
C -3.013 2.726 -6.188 -0.0195 0.0052 0.0365 -0.091
C -3.515 2.956 -4.925 -0.0150 -0.0055 0.2035 -0.012
C -2.593 -0.888 0.383 0.0924 0.1187 0.2788 -0.113
C -1.849 -1.558 1.535 -0.1777 -0.0833 -0.1536 -0.186
C 2.617 -1.377 3.155 0.0159 -0.0755 -0.0809 -0.002
C 3.990 -1.265 3.000 -0.0291 -0.0111 -0.0247 -0.235
C 4.822 -0.611 4.062 -0.0087 -0.0292 -0.0663 -0.048
H 6.340 -2.116 0.674 0.0597 -0.0123 -0.0422 0.075
H 6.379 -0.631 1.632 0.1100 0.0529 -0.0028 0.082
H 6.596 -2.188 2.421 0.1205 -0.0085 0.0291 0.083
H 4.227 -2.763 -0.012 0.0472 -0.0452 -0.1100 0.113
H 1.211 -4.125 0.356 -0.0805 -0.1197 -0.0396 0.087
H 0.698 -2.552 -0.244 -0.0400 -0.0609 -0.0915 0.067
H 2.150 -3.331 -0.911 0.0273 -0.0667 -0.0635 0.076
H 0.083 -1.731 3.446 0.0069 -0.0760 -0.0576 0.126
H 0.016 -3.125 2.345 -0.0543 0.0324 0.0651 0.127
H 0.950 0.217 1.432 -0.1022 0.0761 0.0693 0.126
H -0.486 0.537 2.428 0.0339 -0.0106 0.0490 0.130
H -0.504 1.849 0.292 0.0416 0.0402 -0.0719 0.114
H -0.362 0.347 -0.624 0.0479 0.0455 -0.0842 0.130
H -4.071 1.423 1.201 0.0186 -0.1043 0.0075 0.135
H -2.866 0.819 2.345 -0.0925 0.0285 -0.0822 0.113
H -1.669 2.713 1.864 -0.0619 0.0303 0.0334 0.085
H -2.390 0.520 -1.902 -0.0220 -0.0675 -0.0011 0.115
H -3.938 0.850 -1.133 -0.0469 -0.0346 -0.0289 0.132
H -3.233 3.168 -0.626 0.1830 -0.0496 -0.1381 0.124
H -1.666 2.882 -1.404 -0.0757 0.0573 0.0331 0.121
H -0.869 1.863 -3.108 0.0114 -0.0225 0.1116 0.100
H -0.004 1.463 -5.344 0.0681 -0.0286 -0.0021 0.102
H -1.353 2.003 -7.338 0.0353 -0.0155 -0.0777 0.096
H -3.612 2.969 -7.053 -0.0581 0.0263 -0.0599 0.102
H -4.498 3.378 -4.782 -0.1165 0.0480 0.0194 0.115
H -3.666 -1.048 0.509 -0.0993 -0.0224 -0.0582 0.126
H -2.285 -1.377 -0.543 -0.0546 -0.0268 -0.0697 0.125
H -2.027 -2.636 1.488 -0.0177 0.0377 0.0689 0.124
H -2.240 -1.203 2.507 0.0559 -0.0719 -0.0141 0.119
H 2.159 -0.984 4.054 -0.0634 0.0504 0.0987 0.114
H 5.354 0.251 3.658 0.0871 0.0766 0.0514 0.082
H 4.200 -0.278 4.889 0.0045 0.0347 0.0656 0.074
H 5.567 -1.307 4.448 0.0970 0.0155 0.0836 0.082


70
Properties=species:S:1:pos:R:3:forces:R:3:lowdin_charge:R:1 method="wB97M-V/def2-TZVPD" e_tot_ev=-134841.4610 de_lowest_ev=0.354 homo_ev=-7.982 total_charge=0
Ir -0.260 -0.250 0.003 0.1436 0.4885 -0.0402 1.237
O 1.560 -0.910 3.497 0.0915 -0.0066 0.0471 0.113
C 1.245 -0.617 2.375 -0.0837 0.1225 -0.0812 -0.558
O 0.024 -0.260 2.023 -0.0555 -0.3999 -0.0636 -0.256
C 2.291 -0.521 1.216 -0.1176 0.2135 -0.0528 -0.647
O 3.473 -0.467 1.435 0.1000 0.1364 0.1047 0.081
O 1.765 -0.425 0.016 0.0581 -0.0102 -0.0542 -0.216
C 0.788 -0.851 -2.763 0.0920 0.0360 -0.0263 -0.063
N -0.162 0.083 -2.120 -0.0866 -0.1535 0.1264 -0.369
C -1.449 -0.040 -2.825 -0.0141 0.0228 -0.0024 -0.085
C 0.365 1.464 -2.236 0.0009 0.0383 -0.0071 -0.163
C -0.267 2.370 -1.199 -0.0300 -0.0047 -0.0310 -0.171
N 0.051 1.885 0.164 -0.0270 -0.1183 -0.0326 -0.360
C -0.837 2.534 1.148 -0.0005 0.0040 -0.0107 -0.081
C 1.432 2.292 0.529 -0.0100 0.0185 -0.0339 -0.045
H 0.923 -0.567 -3.812 0.0079 0.0036 0.0097 0.104
H 0.375 -1.849 -2.698 -0.0069 -0.0957 -0.0046 0.043
H 1.736 -0.828 -2.233 -0.0035 -0.0094 0.0213 0.088
H -1.302 0.088 -3.903 0.0047 -0.0178 0.0018 0.103
H -2.140 0.721 -2.472 -0.0038 0.0073 -0.0059 0.053
H -1.858 -1.028 -2.627 -0.0085 -0.0399 0.0159 0.062
H 0.186 1.850 -3.244 0.0027 -0.0003 -0.0012 0.136
H 1.442 1.412 -2.084 -0.0019 -0.0087 0.0176 0.121
H -1.353 2.369 -1.307 0.0008 0.0017 0.0115 0.105
H 0.080 3.401 -1.325 0.0153 -0.0052 -0.0064 0.135
H -0.662 3.615 1.154 0.0118 -0.0029 0.0190 0.103
H -0.630 2.116 2.130 -0.0142 -0.0183 -0.0010 0.097
H -1.874 2.350 0.887 -0.0008 0.0097 -0.0069 0.038
H 1.497 3.382 0.484 -0.0005 -0.0002 0.0156 0.103
H 2.164 1.842 -0.131 0.0040 -0.0164 -0.0018 0.089
H 1.641 1.966 1.544 0.0116 -0.0108 0.0032 0.103
C -3.924 1.048 -0.424 0.0164 -0.0119 0.0066 -0.274
As -2.669 -0.242 0.348 -0.0601 0.0484 0.0957 1.037
C -3.071 0.044 2.228 0.0212 0.0613 0.0459 -0.285
C -3.647 -1.851 -0.104 0.0018 -0.0214 -0.1438 -0.274
H -4.902 0.849 0.014 -0.0033 0.0174 0.0056 0.039
H -4.000 0.921 -1.502 -0.0082 -0.0137 -0.0025 0.018
H -3.649 2.078 -0.203 0.0014 0.0012 -0.0057 0.017
H -3.974 -0.501 2.499 -0.0086 -0.0036 -0.0118 0.035
H -3.230 1.108 2.406 -0.0234 0.0147 -0.0087 0.029
H -2.226 -0.293 2.824 -0.0284 0.0342 -0.0288 -0.005
H -4.484 -1.956 0.586 -0.0058 0.0030 -0.0202 0.039
H -2.992 -2.713 -0.046 -0.0605 0.0298 -0.0555 -0.020
H -4.024 -1.759 -1.122 -0.0023 0.0118 -0.0315 0.035
O -0.640 -2.227 -0.480 -0.0020 0.0692 -0.0399 -0.436
C -0.129 -3.484 -0.115 0.1032 0.0159 0.0438 -0.566
C -0.890 -4.486 -0.991 -0.0547 0.1036 -0.0164 -0.439
C -1.198 -5.793 -0.773 0.0131 -0.0193 0.0156 -0.101
C -1.865 -6.403 -1.874 0.0156 0.0071 0.0004 -0.178
C -2.054 -5.544 -2.909 0.0044 0.0001 -0.0028 -0.411
S -1.437 -3.987 -2.546 -0.0550 0.0641 0.0340 1.051
C -0.421 -3.823 1.336 0.1148 -0.0759 0.0549 -0.463
C 0.077 -4.844 2.096 0.0238 0.0842 0.0143 -0.155
C -0.502 -4.905 3.390 -0.0419 0.0055 0.0267 -0.167
C -1.435 -3.933 3.584 0.0166 -0.0212 0.0276 -0.376
S -1.603 -2.943 2.206 0.0884 -0.2233 0.0739 1.093
C 1.366 -3.641 -0.403 -0.0390 -0.0829 0.0058 -0.420
C 1.956 -3.947 -1.597 -0.0716 0.0648 -0.0248 -0.134
C 3.374 -3.899 -1.547 0.0119 0.0112 0.0318 -0.175
C 3.833 -3.572 -0.307 -0.0052 0.0106 -0.0095 -0.368
S 2.557 -3.342 0.796 -0.0231 -0.3953 -0.0273 1.137
H -0.962 -6.309 0.145 0.0066 0.0130 0.0089 0.111
H -2.192 -7.433 -1.883 -0.0031 0.0019 -0.0025 0.100
H -2.539 -5.735 -3.853 -0.0035 0.0024 0.0037 0.060
H 0.849 -5.515 1.749 -0.0091 -0.0034 -0.0104 0.112
H -0.223 -5.626 4.145 -0.0009 0.0048 0.0038 0.102
H -2.004 -3.723 4.476 0.0034 -0.0061 0.0140 0.067
H 1.396 -4.201 -2.487 -0.0049 0.0014 -0.0052 0.096
H 4.018 -4.111 -2.389 -0.0005 -0.0013 0.0030 0.098
H 4.855 -3.468 0.020 -0.0076 0.0137 0.0015 0.072